# C52H46FeN6O5P2S

A structure of composition C52H46FeN6O5P2S at a distorted geometry (ωB97M-V/def2-TZVPD, the OMol25 dataset).

Cartesian coordinates (Å):
Fe  0.089  0.217  0.061
C  -4.808  6.116  1.010
C  -3.547  5.421  1.415
C  -3.528  4.607  2.544
C  -2.378  3.928  2.903
C  -1.243  4.056  2.125
C  -1.237  4.876  1.017
C  -2.382  5.568  0.670
S  0.225  3.083  2.461
O  -0.166  2.073  3.421
O  1.287  3.968  2.861
N  0.508  2.316  1.058
C  1.508  2.622  0.213
C  2.196  3.852  0.130
C  3.104  4.028  -0.886
C  3.349  2.999  -1.796
C  2.681  1.807  -1.617
N  1.793  1.621  -0.652
H  -5.652  5.434  1.078
H  -4.746  6.489  -0.009
H  -5.004  6.956  1.673
H  -4.426  4.493  3.132
H  -2.350  3.289  3.770
H  -0.332  4.970  0.439
H  -2.378  6.208  -0.200
H  2.013  4.618  0.866
H  3.622  4.969  -0.992
H  4.057  3.117  -2.598
H  2.866  0.950  -2.249
N  2.360  -3.479  0.231
C  1.836  -2.244  0.338
O  1.439  -1.619  -0.639
C  1.707  -1.681  1.728
C  1.404  -0.201  1.626
H  2.467  -3.891  -0.681
H  2.703  -3.982  1.030
H  2.630  -1.852  2.293
H  0.891  -2.201  2.242
H  2.316  0.343  1.387
H  0.977  0.192  2.546
O  -5.082  2.800  -4.623
N  -5.130  1.576  -4.444
O  -6.043  0.879  -4.904
C  -4.141  0.933  -3.690
C  -4.302  -0.440  -3.478
C  -3.404  -1.177  -2.721
C  -3.524  -2.579  -2.515
C  -2.560  -3.230  -1.803
C  -1.494  -2.492  -1.266
N  -1.396  -1.178  -1.371
C  -2.306  -0.519  -2.088
C  -2.134  0.892  -2.267
N  -1.103  1.462  -1.618
C  -0.839  2.740  -1.869
C  -1.548  3.489  -2.791
C  -2.646  2.939  -3.420
C  -3.001  1.609  -3.140
H  -5.149  -0.929  -3.933
H  -4.369  -3.098  -2.943
H  -2.603  -4.295  -1.635
H  -0.686  -2.984  -0.756
H  -0.018  3.184  -1.335
H  -1.236  4.496  -3.013
H  -3.225  3.515  -4.120
C  -1.827  -0.365  3.388
P  -1.675  -0.943  1.634
C  -3.100  -0.029  0.921
C  -2.933  1.350  0.802
C  -3.891  2.122  0.175
C  -5.031  1.527  -0.339
C  -5.199  0.157  -0.241
C  -4.229  -0.622  0.366
C  -2.368  -2.632  1.876
C  -3.651  -2.828  2.380
C  -4.152  -4.104  2.558
C  -3.370  -5.209  2.264
C  -2.078  -5.026  1.803
C  -1.583  -3.748  1.619
P  -0.408  -0.892  4.496
C  -1.152  -0.352  6.089
C  -1.230  -1.203  7.188
C  -1.811  -0.771  8.367
C  -2.291  0.523  8.472
C  -2.155  1.397  7.405
C  -1.578  0.967  6.224
C  -0.770  -2.698  4.677
C  -2.034  -3.202  4.963
C  -2.229  -4.560  5.114
C  -1.163  -5.437  4.992
C  0.105  -4.945  4.743
C  0.298  -3.582  4.590
H  -2.798  -0.647  3.805
H  -1.739  0.722  3.355
H  -2.026  1.805  1.185
H  -3.740  3.185  0.065
H  -5.778  2.130  -0.831
H  -6.074  -0.308  -0.670
H  -4.345  -1.696  0.394
H  -4.260  -1.977  2.650
H  -5.152  -4.236  2.947
H  -3.761  -6.204  2.417
H  -1.459  -5.886  1.592
H  -0.567  -3.617  1.278
H  -0.847  -2.212  7.124
H  -1.893  -1.453  9.202
H  -2.751  0.855  9.391
H  -2.502  2.416  7.495
H  -1.429  1.653  5.403
H  -2.868  -2.526  5.090
H  -3.217  -4.939  5.331
H  -1.322  -6.499  5.103
H  0.945  -5.622  4.675
H  1.293  -3.192  4.425

**Spin multiplicity**: 5
**Energy**: -5058.42710 hartree
**Maximum force**: 0.03110 Eh/bohr
**E_HOMO (alpha / beta)**: -4.911 / -7.812 eV

Results of the Löwdin charge analysis, in e, for atoms 1 through 5: number 1, Fe, carries 0.737; number 2, C, carries -0.042; number 3, C, carries -0.289; number 4, C, carries -0.033; number 5, C, carries -0.056